A 14-piece molecular cluster, C86H202N14O14 overall, computed with ωB97M-V/def2-TZVPD.

The geometry in XYZ format:
```
316
Properties=species:S:1:pos:R:3:forces:R:3:lowdin_charge:R:1
C 4.0654 -3.5528 3.7829 -0.263 -1.527 -1.184 -0.071
C 3.7800 -3.8451 5.2269 -0.433 1.217 0.733 -0.457
C 4.8961 -4.6091 5.8649 0.929 -1.929 0.464 -0.191
O 4.5925 -5.0093 7.1944 -1.224 1.243 0.285 -0.166
C 5.4468 -5.6474 8.0762 0.628 -2.098 0.272 -0.145
N 3.5008 -2.5407 5.7390 -0.046 2.272 1.012 0.034
H 3.1800 -3.1429 3.2968 0.014 0.129 0.148 0.070
H 4.2322 -4.5297 3.3291 0.333 0.042 -0.593 0.081
H 4.9048 -2.8933 3.5627 0.101 -0.030 0.388 0.074
H 2.8713 -4.4400 5.3192 -0.021 -0.171 -0.093 0.150
H 5.8949 -4.1745 5.8247 -0.014 0.622 -0.101 0.134
H 4.9352 -5.4990 5.2367 0.412 -0.526 -0.028 0.122
H 4.9377 -5.9359 8.9958 -0.517 1.026 0.160 0.085
H 6.4276 -5.2640 8.3574 -0.096 1.078 -0.351 0.084
H 5.6871 -6.6731 7.7962 0.188 -0.321 -1.030 0.076
H 3.1281 -2.3265 6.6530 -0.287 -1.176 0.269 0.067
H 4.3501 -1.9942 5.7470 0.241 0.182 -0.407 0.075
C 0.0958 4.9857 -6.1385 0.206 -1.013 -1.455 -0.034
C -0.3519 3.5746 -6.7775 0.096 0.942 2.010 -0.369
C 0.4809 2.9522 -7.9315 -1.869 1.070 1.423 -0.194
O 0.3710 3.9316 -8.9198 0.559 -0.409 0.094 -0.185
C 0.9228 3.6821 -10.1713 0.353 1.593 -0.478 -0.119
N -0.4074 2.6621 -5.6255 -0.205 0.843 -0.200 0.030
H 1.1753 5.1355 -6.1215 0.115 -0.030 -0.119 0.047
H -0.2570 5.1104 -5.1147 -0.255 -0.306 -0.154 0.048
H -0.3491 5.7452 -6.7813 0.245 0.275 0.177 0.065
H -1.3472 3.8778 -7.1024 -0.181 -0.823 -0.485 0.120
H -0.0611 2.0421 -8.1885 -0.019 -0.302 -0.405 0.121
H 1.4563 2.6350 -7.5623 0.527 0.470 -0.330 0.108
H 0.5429 4.5529 -10.7056 -0.410 -0.551 -0.915 0.090
H 0.7152 2.7106 -10.6199 -0.304 0.012 0.047 0.091
H 1.9878 3.9070 -10.2296 0.536 -0.592 0.447 0.076
H -0.6815 1.7177 -5.8560 0.158 -0.199 -0.344 0.023
H 0.5772 2.6201 -5.4043 0.063 -0.759 0.638 0.018
C -2.3413 -2.4732 -5.2595 0.098 0.788 0.021 -0.068
C -0.8957 -1.9310 -5.3045 -1.315 0.610 -1.594 -0.367
C -0.3682 -2.2436 -6.7710 1.150 -0.967 2.329 -0.153
O -0.2224 -3.6795 -7.0145 0.192 -0.258 0.922 -0.201
C 0.3474 -4.5921 -5.9923 -0.377 1.432 -0.403 -0.073
N -0.9777 -0.4498 -5.1333 0.504 -0.461 -0.728 0.051
H -2.8773 -1.9847 -6.0733 0.172 -0.338 -0.777 0.079
H -2.9254 -2.0036 -4.4681 0.267 -0.771 0.933 0.064
H -2.4368 -3.5536 -5.3678 -0.054 0.153 0.226 0.062
H -0.2008 -2.4040 -4.6107 -0.176 0.267 0.263 0.121
H 0.6243 -1.7944 -6.8053 0.085 0.194 -0.369 0.105
H -1.0261 -1.8214 -7.5306 0.019 -0.271 0.032 0.119
H -0.4465 -5.0585 -5.4090 -0.271 -0.432 -0.496 0.071
H 0.9677 -4.1736 -5.1997 0.233 0.935 -0.313 0.053
H 1.0211 -5.2906 -6.4887 -0.547 -0.158 -0.254 0.063
H -0.7595 -0.0230 -4.2443 0.291 -0.546 0.028 0.028
H -1.9046 -0.1228 -5.3657 -0.116 -0.060 -0.097 0.063
C 4.2434 1.1101 -3.9774 0.783 0.913 0.023 -0.045
C 3.1923 2.1349 -4.5508 3.248 1.443 1.203 -0.444
C 3.7416 3.2856 -5.4305 1.876 -0.759 -0.029 -0.161
O 4.6159 2.7947 -6.4770 -1.423 -1.368 -0.524 -0.217
C 4.9894 3.7020 -7.5259 -0.348 0.848 2.235 -0.081
N 2.2489 1.3928 -5.2361 -1.495 -0.743 -0.737 0.050
H 3.7890 0.3032 -3.4024 -0.529 0.029 -0.168 0.063
H 4.9947 1.4944 -3.2875 -0.007 0.568 0.039 0.057
H 4.8320 0.6578 -4.7756 -0.195 -0.042 -0.265 0.072
H 2.8505 2.7499 -3.7182 -0.871 -0.403 0.339 0.131
H 4.3729 3.8679 -4.7593 0.048 0.455 0.087 0.121
H 2.9428 3.9291 -5.7995 -0.158 -0.205 -0.220 0.096
H 4.1891 4.4310 -7.6532 -0.062 0.164 -0.238 0.077
H 5.2397 3.2890 -8.5031 0.024 -0.625 0.480 0.085
H 5.8184 4.1837 -7.0074 0.505 0.685 -1.080 0.086
H 2.0341 0.6419 -4.5957 -0.610 -0.576 -0.458 0.071
H 2.8058 1.0084 -5.9859 -0.405 -0.587 -0.533 0.094
C 1.6545 -4.5596 -1.8375 1.695 0.408 0.767 -0.065
C 0.8497 -4.9900 -0.6061 1.756 -2.130 -0.774 -0.424
C 1.6465 -4.8921 0.7839 -0.825 -0.152 -0.794 -0.112
O 1.1245 -5.7024 1.9174 1.014 1.547 -2.389 -0.180
C 0.1428 -5.0006 2.6412 0.333 -0.637 0.343 -0.129
N -0.3069 -4.1952 -0.6969 -1.369 1.636 1.911 0.045
H 1.2357 -4.7293 -2.8294 -0.594 -0.191 0.288 0.069
H 2.6690 -4.9553 -1.8864 -0.004 -0.403 0.168 0.069
H 1.8144 -3.4874 -1.7246 -0.039 0.213 -0.289 0.063
H 0.5599 -6.0325 -0.7372 0.331 -0.526 0.189 0.131
H 1.6894 -3.8149 0.9448 -0.457 0.274 0.944 0.091
H 2.7080 -5.1160 0.6775 -0.198 -0.740 -0.273 0.117
H -0.0040 -5.6161 3.5288 -0.331 0.219 0.118 0.093
H -0.7912 -4.9366 2.0829 -0.177 0.232 0.110 0.067
H 0.5290 -4.0249 2.9360 -0.270 0.258 0.040 0.081
H -0.8392 -4.3027 -1.5485 0.039 -0.189 0.022 0.082
H -0.8672 -4.4217 0.1122 -0.755 0.283 -0.268 0.067
C -4.3250 2.3881 -4.3804 0.497 0.931 0.681 -0.069
C -5.2795 1.3042 -3.9049 0.660 0.764 0.008 -0.439
C -6.0600 1.7014 -2.6577 0.701 0.283 1.056 -0.189
O -5.1843 1.8598 -1.5311 0.624 -0.719 1.332 -0.233
C -5.8430 1.7393 -0.2116 -0.205 0.731 -2.328 -0.057
N -6.1737 1.0181 -5.0201 -0.221 -1.435 1.218 0.035
H -3.4005 2.5766 -3.8345 0.208 -0.780 0.254 0.049
H -4.7856 3.3651 -4.2344 -0.440 0.175 -0.792 0.072
H -4.0647 2.1558 -5.4130 0.027 0.461 -0.032 0.077
H -4.6083 0.4714 -3.6951 -0.591 -0.686 0.108 0.123
H -6.8267 0.9800 -2.3754 -0.255 -0.020 -0.442 0.120
H -6.4410 2.7111 -2.8109 -0.823 -0.012 -0.339 0.124
H -6.2451 0.7367 -0.0658 0.172 -0.123 0.074 0.078
H -6.6707 2.4446 -0.2844 -0.296 0.004 0.517 0.079
H -5.1869 2.0562 0.5991 0.271 -0.193 -0.383 0.079
H -6.7421 1.8045 -5.3006 0.429 -0.013 -0.396 0.078
H -5.5985 0.5684 -5.7179 -0.630 0.458 -0.577 0.068
C 4.5317 -3.6044 -3.8976 -0.451 -0.253 -0.716 -0.064
C 4.8380 -4.0173 -5.3643 -1.016 0.335 1.235 -0.376
C 4.4168 -5.4755 -5.8353 1.192 2.934 -0.082 -0.164
O 4.6874 -5.3606 -7.2063 0.167 -1.348 -0.230 -0.244
C 3.9567 -6.3072 -7.9724 1.074 1.256 -0.702 -0.086
N 4.0340 -3.0712 -6.1578 -0.209 -0.208 -0.408 0.032
H 3.4698 -3.7473 -3.6975 0.008 -0.483 0.122 0.041
H 4.5879 -2.5164 -3.8602 0.567 0.065 0.153 0.059
H 5.1640 -4.0648 -3.1385 -0.042 -0.005 -0.003 0.073
H 5.8989 -3.8061 -5.4979 0.271 -0.676 -0.373 0.126
H 3.3333 -5.5702 -5.7632 -0.068 -0.403 0.833 0.106
H 5.0623 -6.2485 -5.4183 -0.488 -0.206 0.465 0.129
H 2.9026 -6.0426 -7.8891 -0.214 -0.377 -0.320 0.079
H 4.1583 -7.3578 -7.7632 -0.010 -0.020 0.411 0.089
H 4.4064 -6.0570 -8.9333 -0.844 -0.562 -0.578 0.095
H 3.9555 -3.4282 -7.0994 -0.040 -0.149 -0.157 0.063
H 4.5183 -2.1938 -6.2832 0.114 0.198 0.334 0.069
C -2.2079 0.0742 10.9119 1.047 0.696 -0.039 -0.066
C -2.2425 0.0324 9.3710 1.255 0.855 0.683 -0.443
C -0.9269 -0.2968 8.6209 0.056 -1.059 0.939 -0.210
O -1.1394 -0.6361 7.2748 0.490 1.423 -1.972 -0.233
C 0.0888 -0.5924 6.4610 -1.946 0.000 0.730 -0.037
N -3.2352 -0.9226 9.0720 -1.244 -1.013 -1.268 0.041
H -3.1549 0.4900 11.2558 -0.031 -0.240 -0.060 0.075
H -1.4291 0.7327 11.2966 0.168 0.197 -0.053 0.067
H -2.0286 -0.8833 11.4010 -0.198 -0.228 -0.339 0.075
H -2.5201 1.0376 9.0538 -0.359 0.034 -0.197 0.138
H -0.5668 -1.2840 8.9104 0.612 0.137 1.645 0.127
H -0.1891 0.4897 8.7794 0.211 0.053 -0.155 0.123
H -0.2679 -0.9753 5.5048 0.498 -0.171 -0.006 0.079
H 0.8746 -1.1915 6.9208 -0.008 -0.176 -0.133 0.073
H 0.4353 0.4317 6.3217 0.007 0.128 0.140 0.071
H -2.7192 -1.7856 8.9765 -0.207 -0.689 0.370 0.061
H -3.5259 -0.7948 8.1132 -0.356 0.208 -0.212 0.053
C -2.5732 4.8842 -2.6423 1.121 -1.199 -2.512 -0.068
C -2.4303 6.1314 -1.8954 -2.286 1.949 2.471 -0.479
C -3.7137 6.0842 -0.9630 1.379 2.187 1.189 -0.115
C -3.5999 7.1889 0.1371 -0.549 -0.958 -0.455 -0.189
C -2.4112 6.9757 1.0561 -0.536 -0.586 -2.083 -0.148
C -1.0905 6.8522 0.2231 0.671 2.689 2.247 -0.426
N -1.2119 6.1567 -1.0541 -2.447 -0.981 1.403 -0.116
O -0.0893 6.1834 -1.8387 1.171 0.197 -0.373 0.006
C -0.5697 8.4000 0.0625 -0.650 -2.226 -0.824 -0.008
C -0.1588 6.1466 1.2675 0.934 -0.660 -1.512 -0.042
C -2.6022 7.4234 -2.7743 0.667 -0.570 -0.562 -0.008
H -2.6853 3.9555 -2.0828 -0.075 0.287 0.387 0.080
H -1.7207 4.7480 -3.3077 0.357 -0.242 -0.082 0.069
H -3.3796 4.9562 -3.3721 -0.365 0.078 0.281 0.087
H -4.5931 6.3981 -1.5254 0.043 -0.665 -0.342 0.111
H -3.8602 5.1344 -0.4488 0.080 -0.222 -0.328 0.111
H -4.5244 7.0877 0.7055 -0.106 0.488 0.202 0.105
H -3.5690 8.1626 -0.3518 -0.078 0.134 0.111 0.102
H -2.5659 6.0144 1.5460 -0.069 0.111 0.380 0.106
H -2.3866 7.8062 1.7617 0.499 -0.270 0.176 0.119
H -1.3307 8.8928 -0.5426 0.017 0.361 0.283 0.050
H -0.4484 8.8654 1.0407 0.096 -0.006 -0.197 0.069
H 0.3350 8.3838 -0.5452 0.196 0.186 0.308 0.069
H 0.7293 5.7754 0.7560 0.261 -0.044 -0.175 0.074
H 0.2564 6.7516 2.0735 -0.556 0.460 -0.171 0.054
H -0.6071 5.2560 1.7078 -0.289 0.050 -0.020 0.063
H -2.0928 7.2738 -3.7263 0.271 0.038 -0.054 0.075
H -2.1824 8.3288 -2.3361 0.043 -0.238 0.184 0.064
H -3.6273 7.6584 -3.0609 -0.200 -0.308 0.296 0.080
H 0.1932 5.2669 -1.7952 0.445 -0.097 -0.273 0.096
C 2.4008 1.2481 -0.0076 -0.962 -0.657 1.553 0.004
C 1.1709 0.4376 0.6112 -0.234 -2.271 -1.089 -0.458
C 0.2799 1.2003 1.5804 -0.516 3.132 -0.483 -0.115
C -0.8377 2.0915 0.9242 -0.415 -1.183 -1.962 -0.142
C -1.6187 1.3105 -0.1775 1.236 -0.965 1.324 -0.156
C -0.6963 0.5787 -1.2094 -0.643 1.316 0.314 -0.404
N 0.3570 -0.2250 -0.4470 -3.422 1.629 0.230 -0.111
O 0.8573 -1.3205 -1.1294 1.394 0.838 -0.981 -0.037
C -1.7675 -0.2365 -1.9607 0.614 -0.186 -0.389 -0.038
C -0.0728 1.6620 -2.1599 0.113 -0.788 -0.315 -0.022
C 1.6481 -0.7544 1.4363 1.978 -0.170 0.473 -0.054
H 3.2166 1.3115 0.7125 0.084 -0.386 0.192 0.047
H 2.1826 2.3059 -0.1545 -0.346 -0.179 -0.800 0.071
H 2.7287 0.6448 -0.8542 0.060 0.562 -0.260 0.078
H -0.0921 0.7787 2.5142 -0.033 -1.078 -0.538 0.111
H 1.0346 1.8975 1.9446 -0.079 0.473 0.528 0.103
H -0.4064 2.9159 0.3563 0.142 0.492 0.629 0.082
H -1.6975 2.3971 1.5204 0.783 0.498 0.873 0.103
H -2.4436 1.8700 -0.6186 0.481 0.518 -0.519 0.103
H -2.1840 0.5454 0.3547 0.131 -0.486 0.154 0.100
H -2.4499 -0.6565 -1.2217 0.226 -0.733 -0.278 0.084
H -2.3970 0.4167 -2.5649 0.057 0.569 0.233 0.069
H -1.3857 -0.9141 -2.7244 0.059 -0.634 0.706 0.052
H 0.3325 2.5450 -1.6660 0.472 -0.369 0.343 0.060
H 0.6695 1.1270 -2.7522 0.614 0.287 0.103 0.063
H -0.6932 2.1157 -2.9329 -0.809 -0.335 0.130 0.055
H 1.9806 -0.4295 2.4222 -0.304 0.134 0.288 0.086
H 2.5782 -1.1766 1.0559 0.065 -0.176 -0.509 0.069
H 0.9588 -1.5920 1.5431 -0.406 0.403 -0.036 0.076
H 0.6116 -2.1267 -0.6698 -0.770 -0.297 0.349 0.040
C 2.2141 4.5051 7.8011 -0.079 0.427 1.439 -0.054
C 2.5493 4.7636 6.3261 -0.427 -2.940 -0.280 -0.450
C 1.5008 3.8514 5.5246 -1.177 1.984 -0.329 -0.115
C 0.0657 4.5693 5.4144 2.131 -0.834 -1.267 -0.146
C 0.2512 5.9898 4.9490 0.953 1.287 1.026 -0.173
C 1.1758 6.8659 5.8392 0.639 -0.077 -0.290 -0.423
N 2.5242 6.1780 5.8789 -0.481 -1.032 -1.152 -0.100
O 3.4433 6.9002 6.6555 -0.478 0.495 1.587 -0.026
C 1.3444 8.2053 5.0094 -1.863 1.022 1.916 -0.031
C 0.5817 7.0590 7.3051 0.206 0.420 -1.156 -0.019
C 3.9054 4.0518 5.9973 -0.184 0.420 0.109 -0.037
H 2.2463 5.4299 8.3771 -0.225 -0.010 -0.039 0.069
H 2.8444 3.8491 8.4015 0.849 -0.153 -0.672 0.076
H 1.2690 3.9895 7.9716 -0.493 0.544 -0.311 0.072
H 1.8908 3.5838 4.5425 -0.028 0.865 -0.524 0.097
H 1.3669 2.8296 5.8796 0.210 0.218 1.117 0.092
H -0.5160 4.4736 6.3312 -0.081 -0.087 -0.220 0.103
H -0.3744 4.1220 4.5232 -0.775 -0.625 0.521 0.096
H -0.6851 6.5448 4.8905 -0.232 -0.143 -0.063 0.124
H 0.7316 6.0724 3.9740 -0.196 -0.602 -0.123 0.090
H 1.2696 8.3024 3.9263 1.132 -1.166 -0.188 0.070
H 0.3993 8.7261 5.1634 -0.744 -0.070 0.490 0.066
H 1.9477 8.9953 5.4567 0.908 -0.552 -0.160 0.076
H -0.3291 7.6569 7.3375 0.160 0.499 -0.440 0.076
H 0.2335 6.1410 7.7785 0.569 -0.202 -0.238 0.059
H 1.3579 7.5409 7.8996 -0.188 -0.069 0.222 0.077
H 4.4110 4.5524 5.1716 0.164 0.037 0.091 0.080
H 3.7144 3.0266 5.6800 -0.176 0.000 -0.130 0.068
H 4.5476 3.9127 6.8670 0.185 0.603 -0.041 0.072
H 4.2850 7.0472 6.2178 -0.275 -0.343 -0.859 0.104
C -5.7885 -0.8622 4.8785 1.018 -0.168 0.355 -0.025
C -5.5726 -2.2278 4.1987 1.113 -0.527 -1.193 -0.509
C -4.4512 -2.1305 3.1449 0.640 1.172 -0.487 -0.134
C -3.0426 -2.1143 3.7434 -0.461 0.585 0.865 -0.184
C -2.7283 -3.4544 4.3765 -0.539 0.196 -0.717 -0.140
C -3.7902 -3.8888 5.4485 0.513 3.046 0.085 -0.451
N -5.1840 -3.3548 5.0701 0.854 -0.601 -1.342 -0.096
O -6.2012 -3.5667 5.9798 0.148 -0.672 0.972 -0.007
C -3.7338 -5.3535 5.6622 -1.412 -1.322 -0.535 -0.048
C -3.2659 -3.2044 6.7291 -0.764 0.404 0.441 -0.055
C -6.8577 -2.5613 3.4487 -1.135 -0.381 0.527 -0.047
H -5.8272 -0.0320 4.1733 -0.602 -0.259 -0.347 0.082
H -6.6638 -0.8785 5.5279 0.096 0.149 0.005 0.085
H -4.8858 -0.5891 5.4250 -0.043 -0.177 0.609 0.068
H -4.5119 -2.8509 2.3292 -0.208 -0.627 0.361 0.116
H -4.6084 -1.1973 2.6041 -0.037 0.305 0.026 0.109
H -2.2447 -1.7651 3.0881 -0.140 -0.416 -0.594 0.107
H -3.0022 -1.3427 4.5123 -0.211 0.153 0.333 0.095
H -1.7398 -3.3891 4.8312 -0.023 -0.293 0.268 0.110
H -2.6348 -4.1172 3.5162 -0.245 -0.683 0.216 0.105
H -2.7089 -5.7244 5.6679 -0.073 0.039 -0.013 0.091
H -4.3246 -5.8092 4.8675 0.420 -0.285 -0.436 0.092
H -4.2730 -5.7209 6.5353 0.255 0.385 0.434 0.087
H -3.0944 -2.1312 6.6451 0.176 -0.065 -0.525 0.049
H -2.3365 -3.6534 7.0795 -0.007 -0.121 -0.046 0.096
H -3.9973 -3.2766 7.5340 -0.081 -0.360 0.217 0.078
H -6.8176 -3.4697 2.8477 0.402 0.185 -0.254 0.082
H -7.6890 -2.7549 4.1266 0.159 -0.074 0.468 0.077
H -7.2533 -1.7104 2.8940 0.505 0.058 -0.457 0.084
H -5.9653 -3.0202 6.7330 -0.242 0.231 0.566 0.087
C -7.2868 -3.8147 -1.1373 0.216 -0.743 0.040 -0.018
C -7.2995 -4.8108 -2.3381 -0.795 -0.317 0.504 -0.488
C -7.4809 -4.0358 -3.6252 -0.553 -0.153 -0.785 -0.143
C -6.2280 -3.5664 -4.3241 -3.319 3.318 -0.541 -0.227
C -5.2960 -4.6111 -4.5382 1.841 -1.925 0.235 -0.165
C -4.9171 -5.3582 -3.2472 -0.892 -1.045 -1.419 -0.505
N -6.1291 -5.6411 -2.4251 0.303 2.448 -4.548 -0.163
O -6.0121 -6.5841 -1.5362 0.515 -2.664 2.611 0.027
C -4.2137 -6.6280 -3.7149 -0.462 -0.611 -0.023 -0.029
C -3.9059 -4.5726 -2.5408 0.772 1.107 0.974 -0.050
C -8.5811 -5.7001 -2.2358 -0.459 -0.024 0.820 -0.035
H -8.1256 -3.1243 -1.2265 0.073 0.030 0.159 0.078
H -6.3461 -3.2698 -1.0583 0.025 0.219 -0.353 0.072
H -7.3656 -4.3585 -0.1960 -0.229 -0.058 0.111 0.072
H -8.0389 -4.6846 -4.3002 0.049 -0.106 -0.198 0.117
H -8.1221 -3.1699 -3.4608 -0.115 -0.065 0.178 0.123
H -6.0747 -2.5566 -3.9435 1.574 -0.178 0.737 0.116
H -6.5410 -3.2431 -5.3169 -0.365 -0.024 -0.357 0.121
H -4.3962 -4.2616 -5.0445 0.158 -0.102 0.142 0.105
H -5.7820 -5.2902 -5.2388 0.048 -0.399 0.049 0.135
H -4.8792 -7.1927 -4.3679 0.057 -0.185 0.017 0.090
H -3.3337 -6.3268 -4.2832 -0.029 -0.062 -0.124 0.079
H -3.8751 -7.2829 -2.9120 -0.099 0.076 0.129 0.084
H -2.9510 -4.5900 -3.0662 0.095 -0.077 0.064 0.071
H -4.2164 -3.5279 -2.5243 0.090 0.135 0.701 0.087
H -3.7912 -5.0486 -1.5670 0.355 0.546 0.405 0.090
H -8.6718 -6.4322 -1.4334 0.701 0.427 0.687 0.073
H -8.8455 -6.3698 -3.0540 0.507 0.600 -0.768 0.082
H -9.4015 -5.0013 -2.0720 -0.271 -0.048 -0.185 0.081
H -5.5552 -6.2018 -0.7834 0.195 -0.072 0.789 0.104
C 9.1424 -1.3448 -0.5253 -1.694 -0.113 0.379 -0.017
C 7.6610 -0.7651 -0.8442 0.888 -0.652 0.686 -0.386
C 6.5111 -1.8371 -0.4039 2.057 0.912 -0.853 -0.136
C 6.1196 -1.7722 0.9909 -0.711 2.116 2.190 -0.213
C 5.8377 -0.2791 1.4665 0.722 -2.085 0.514 -0.102
C 7.0107 0.6492 1.1862 0.469 -0.145 0.182 -0.498
N 7.3840 0.5835 -0.2141 -3.257 -5.451 0.546 -0.193
O 8.2715 1.4876 -0.5932 1.737 2.364 -1.310 0.003
C 6.5083 2.0840 1.4130 0.692 -0.578 1.722 -0.030
C 8.2556 0.3303 2.1435 -0.880 1.640 -0.156 -0.008
C 7.5842 -0.5959 -2.3604 -0.618 1.201 0.427 -0.051
H 9.2278 -2.2734 -1.0897 0.116 -0.039 -0.059 0.070
H 9.2340 -1.5959 0.5314 0.020 -0.092 -0.055 0.047
H 9.9930 -0.7105 -0.7751 -0.421 0.341 -0.203 0.076
H 5.5334 -1.7426 -0.8764 0.573 0.083 -1.300 0.119
H 6.9509 -2.8343 -0.4213 -0.096 -0.166 -1.341 0.117
H 6.8863 -2.1734 1.6537 0.055 -0.026 0.146 0.105
H 5.2401 -2.4106 1.0739 -0.157 0.094 0.538 0.099
H 5.8257 -0.4275 2.5462 -0.388 0.580 0.282 0.109
H 4.8968 0.1832 1.1680 0.034 -0.400 -0.343 0.085
H 5.6080 2.4353 0.9088 0.445 -0.277 -0.873 0.081
H 6.1581 2.0550 2.4448 0.286 0.413 0.413 0.080
H 7.3977 2.7097 1.3383 -0.524 0.587 -0.072 0.083
H 8.1080 0.7301 3.1468 -0.679 -0.379 0.304 0.073
H 8.5788 -0.7078 2.2207 -0.091 0.253 -0.274 0.060
H 9.0404 1.0277 1.8506 0.510 -0.546 -0.604 0.078
H 8.3158 0.0830 -2.7986 0.790 -0.545 0.222 0.080
H 6.7132 0.0499 -2.4718 -0.804 -0.663 -0.561 0.060
H 7.5380 -1.5529 -2.8802 -0.142 0.229 -0.076 0.087
H 7.6794 1.8721 -1.2438 1.012 1.252 -0.482 0.117
```
Positions in Å, forces in eV/Å.

The calculation puts the LUMO energy at 0.258 eV. Its net charge is 0. The value obtained for the HOMO energy is -0.28602 hartree. As for the energy relative to the best compared isomer or geometry (same formula, charge and spin): 259.06 kcal/mol. The molar mass comes out at 1656.646 g/mol. The calculation puts the HOMO-LUMO gap at 8.0407 eV.